No. 1
9 unconnected molecules or ions with the total composition C5H28N2O9. Source: the OMol25 dataset; level of theory: ωB97M-V with the def2-TZVPD basis set.

Each line ends with the Löwdin charge.
Atoms and positions in Å:
N: 2.613 0.929 3.375  -0.03
C: 2.416 2.160 2.543  -0.26
C: 1.786 1.925 1.118  -0.16
C: 1.954 0.402 0.580  -0.13
C: 1.239 -0.681 1.444  -0.19
N: 1.815 -2.032 1.511  0.06
C: 1.554 -2.802 0.428  -0.33
O: 0.973 -2.315 -0.500  -0.02
H: 2.141 1.116 4.152  -0.01
H: 3.657 0.672 3.551  0.13
H: 3.443 2.681 2.641  0.11
H: 1.714 3.001 2.987  0.13
H: 0.720 2.226 1.217  0.09
H: 2.163 2.497 0.236  0.11
H: 1.685 0.362 -0.360  0.03
H: 3.006 0.299 0.561  0.10
H: 1.033 -0.356 2.506  0.12
H: 0.223 -0.804 1.185  0.05
H: 2.311 -2.338 2.354  0.14
H: 1.593 -3.860 0.494  0.13
O: -0.878 3.520 -2.054  0.03
H: -0.280 2.849 -1.822  0.01
H: -0.993 3.688 -2.881  -0.06
O: -0.139 1.564 -3.549  -0.09
H: -0.832 0.800 -3.296  0.12
H: 0.679 1.254 -3.851  0.00
O: -4.400 0.262 1.057  -0.06
H: -4.032 1.186 0.946  0.06
H: -4.805 0.035 0.211  0.07
O: 2.174 -1.333 -3.103  -0.11
H: 1.850 -1.529 -2.130  0.05
H: 2.783 -2.025 -3.373  0.02
O: -1.905 -0.854 1.203  -0.11
H: -2.789 -0.375 1.210  0.02
H: -2.253 -1.734 1.554  0.10
O: -2.181 -3.779 -0.825  -0.02
H: -1.552 -4.130 -0.328  -0.07
H: -1.788 -3.131 -1.492  0.07
O: -1.207 -0.756 -1.420  -0.08
H: -1.414 -0.553 -0.432  0.04
H: -0.428 -1.236 -1.312  -0.06
O: -3.271 2.979 -0.211  -0.11
H: -3.460 3.713 0.469  0.09
H: -2.386 3.100 -0.654  0.02

## Properties
Highest occupied orbital energy: -9.32 eV
Structure (SMILES): NCCCCNC=O.O.O.O.O.O.O.O.O
Max |F|: 9.3 eV Å⁻¹
Energy relative to the best compared isomer or geometry (same formula, charge and spin): 129.00 kcal/mol
Frontier orbital gap: 0.3591 Eh
Calculated total energy: -993.86530 Eh

---

No. 2
A molecular structure, C23H43Cl2F5N3O5SiTeTi. Source: the OMol25 dataset; level of theory: ωB97M-V with the def2-TZVPD basis set.

Each line ends with the Mulliken spin population.
Atoms and positions in Å:
C: -2.312 -0.833 -3.378  0.00
C: -2.475 0.387 -2.550  0.01
H: -3.259 -1.351 -3.539  0.00
H: -1.631 -1.508 -2.857  0.00
H: -1.856 -0.604 -4.350  0.00
C: -3.674 0.981 -2.395  0.00
C: -4.951 0.442 -2.942  0.00
H: -3.765 1.966 -1.943  0.00
H: -5.024 -0.657 -2.825  0.00
H: -5.096 0.673 -4.019  0.00
H: -5.806 0.884 -2.399  0.00
Ti: 0.396 -0.310 0.479  0.95
Cl: 0.685 -2.547 0.288  0.00
C: 0.627 2.662 1.165  0.04
O: 0.228 1.505 1.478  0.00
N: 0.936 3.579 2.069  0.00
C: 0.746 3.286 3.484  0.00
C: 1.301 4.931 1.662  0.00
H: 0.724 2.972 0.116  0.00
H: 1.032 2.252 3.704  0.00
H: -0.303 3.448 3.782  0.00
H: 1.371 3.980 4.046  0.00
H: 1.993 4.885 0.813  0.00
H: 1.769 5.418 2.522  0.00
H: 0.407 5.501 1.366  0.00
H: 4.964 -0.381 4.061  0.00
H: 6.063 -1.551 2.504  0.00
C: 3.953 -0.717 3.821  0.00
C: 5.182 -2.089 2.142  0.00
N: 3.982 -1.351 2.519  0.00
H: 3.256 0.127 3.805  0.00
C: 2.918 -1.272 1.730  -0.02
O: 1.877 -0.614 2.029  0.01
H: 5.237 -2.189 1.055  0.01
H: 3.009 -1.821 0.790  0.03
H: 3.638 -1.438 4.590  0.00
H: 5.192 -3.094 2.586  0.00
H: -3.074 -1.266 -0.717  0.00
H: -4.841 0.882 0.356  0.00
C: -3.316 -1.549 0.322  0.00
C: -4.602 0.365 1.297  0.00
N: -3.331 -0.350 1.173  0.00
H: -2.553 -2.252 0.680  0.00
C: -2.236 -0.016 1.871  0.00
O: -1.149 -0.649 1.739  0.00
H: -4.518 1.110 2.095  0.00
H: -2.333 0.821 2.587  0.00
H: -4.317 -1.993 0.351  0.00
H: -5.403 -0.351 1.518  0.00
O: -0.832 -0.083 -0.909  0.00
C: -1.217 0.888 -1.889  -0.01
C: -2.162 2.498 -0.190  0.00
C: -1.356 2.295 -1.303  0.01
H: -2.698 1.627 0.210  0.01
C: -2.344 3.776 0.336  0.00
H: -0.416 0.905 -2.647  0.00
C: -0.705 3.379 -1.901  0.00
H: -2.967 3.903 1.224  0.00
C: -1.744 4.864 -0.296  0.00
C: -0.919 4.665 -1.404  0.00
H: -0.056 3.191 -2.763  0.00
H: -1.954 5.874 0.053  0.00
H: -0.441 5.516 -1.893  0.00
Si: 0.915 -4.653 -1.480  0.00
Cl: -0.217 -3.292 -2.633  0.00
C: 0.179 -5.375 0.127  0.01
C: 2.723 -4.130 -1.651  -0.01
C: 0.762 -6.299 -2.473  0.00
H: -0.454 -4.721 0.746  0.00
H: 1.003 -5.732 0.761  0.00
H: -0.427 -6.260 -0.131  0.00
H: -0.233 -6.738 -2.292  0.00
H: 1.526 -7.022 -2.143  0.00
H: 0.879 -6.119 -3.550  0.00
H: 2.989 -3.172 -1.174  0.01
H: 2.961 -4.028 -2.724  0.00
H: 3.386 -4.906 -1.245  0.00
F: 2.587 2.959 -1.014  0.03
Te: 3.435 1.253 -0.784  0.67
F: 3.539 1.621 1.081  0.01
F: 4.338 -0.413 -0.545  0.03
F: 3.359 0.910 -2.641  0.04
F: 5.114 2.112 -0.962  0.07
O: 1.786 0.405 -0.579  0.13

## Properties
Highest occupied orbital energy (alpha / beta): -2.36 / -6.06 eV
Spin multiplicity: 3
Max |F|: 3.6 eV Å⁻¹
Energy relative to the best compared isomer or geometry (same formula, charge and spin): 0.00 kcal/mol
Charge: -1
Frontier orbital gap (alpha / beta): 0.1633 / 0.2993 Eh
Calculated total energy: -4269.66570 Eh

---

No. 3
A molecular structure, C18H40IrNO3PSSi3. Source: the OMol25 dataset; level of theory: ωB97M-V with the def2-TZVPD basis set.

Each line ends with the Mulliken spin population.
Atoms and positions in Å:
Ir: 0.088 0.831 0.462  2.70
C: -2.694 -2.944 -1.666  0.03
Si: -2.320 -1.269 -0.840  0.07
C: -2.527 0.108 -2.159  0.02
C: -3.323 -0.886 0.736  0.01
C: -0.425 -1.206 -0.218  0.73
Si: -0.150 -2.297 1.367  0.05
C: -0.799 -4.075 1.116  0.05
C: -0.924 -1.688 3.009  0.04
C: 1.749 -2.305 1.703  0.00
Si: 0.805 -1.556 -1.680  0.10
C: 1.095 -3.409 -1.989  0.06
C: 0.496 -0.595 -3.300  0.00
C: 2.427 -0.706 -1.081  -0.01
C: 3.691 -1.154 -1.441  0.01
C: 4.808 -0.450 -1.015  0.01
C: 4.627 0.675 -0.225  0.01
C: 3.334 1.065 0.086  0.01
N: 2.278 0.395 -0.352  0.26
H: -3.738 -2.975 -1.967  0.00
H: -2.531 -3.800 -1.020  0.00
H: -2.098 -3.090 -2.563  0.00
H: -3.522 0.538 -2.093  0.00
H: -2.422 -0.276 -3.167  0.00
H: -1.801 0.907 -2.022  0.00
H: -4.331 -0.579 0.474  0.00
H: -2.873 -0.089 1.325  0.00
H: -3.412 -1.764 1.368  0.00
H: -1.878 -4.100 1.024  0.00
H: -0.545 -4.683 1.978  0.00
H: -0.374 -4.558 0.244  0.00
H: -1.922 -2.072 3.173  0.00
H: -0.945 -0.604 3.056  0.00
H: -0.306 -2.016 3.841  0.01
H: 2.312 -2.659 0.848  0.00
H: 1.933 -2.976 2.537  0.00
H: 2.096 -1.315 1.979  0.00
H: 0.165 -3.929 -2.192  0.00
H: 1.575 -3.911 -1.155  0.00
H: 1.727 -3.550 -2.862  0.00
H: -0.368 -0.960 -3.842  0.00
H: 1.355 -0.716 -3.957  0.00
H: 0.371 0.470 -3.127  -0.01
H: 3.794 -2.043 -2.043  0.00
H: 5.799 -0.778 -1.290  0.00
H: 5.466 1.243 0.141  0.00
H: 3.142 1.920 0.717  0.00
C: 0.807 3.398 3.750  0.00
S: 0.232 1.825 3.120  0.05
O: -0.147 0.988 4.211  0.02
O: -0.885 2.077 2.162  0.18
O: 1.337 1.262 2.280  0.19
H: -0.062 3.987 4.009  0.00
H: 1.415 3.885 3.001  0.00
H: 1.392 3.195 4.638  0.00
C: -0.446 3.473 -2.249  0.03
P: -0.688 3.022 -0.482  0.30
C: -0.022 4.503 0.354  0.03
C: -2.472 3.231 -0.171  0.01
H: -0.934 4.427 -2.447  0.01
H: -0.863 2.728 -2.921  0.00
H: 0.619 3.575 -2.451  0.00
H: -0.428 5.388 -0.137  0.01
H: 1.065 4.541 0.304  0.00
H: -0.348 4.493 1.391  0.00
H: -2.802 4.189 -0.570  0.01
H: -2.614 3.212 0.906  0.00
H: -3.058 2.435 -0.614  0.00

## Properties
Highest occupied orbital energy (alpha / beta): -14.97 / -15.43 eV
Spin multiplicity: 6
Max |F|: 2.6 eV Å⁻¹
Charge: +2
Frontier orbital gap (alpha / beta): 0.3498 / 0.2056 Eh
Calculated total energy: -2702.08084 Eh